[1]
95
Properties=species:S:1:pos:R:3:mulliken_charge:R:1 method="wB97M-V/def2-TZVPD" homo_lumo_gap_ha="0.2187 / 0.1687" spin_multiplicity=1 total_charge=+1
Tl 0.85 0.15 0.12 1.28
C -2.29 -2.66 0.08 -1.16
C -2.00 -1.97 1.42 -0.54
N -1.67 -0.55 1.24 0.45
C -2.77 0.32 0.81 -1.09
C -3.11 0.31 -0.69 -0.59
S -1.66 0.46 -1.78 -0.03
C -1.88 -0.85 -3.02 -0.53
C -1.97 -2.22 -2.34 -0.76
N -1.48 -2.11 -0.98 0.92
H -3.34 -2.53 -0.18 0.56
H -2.13 -3.74 0.21 0.36
H -1.14 -2.43 1.89 0.14
H -2.87 -2.11 2.07 0.41
H -1.35 -0.22 2.14 -0.04
H -2.49 1.34 1.09 0.42
H -3.70 0.07 1.34 0.34
H -3.74 1.17 -0.90 0.60
H -3.64 -0.59 -0.99 0.37
H -1.00 -0.75 -3.66 0.02
H -2.77 -0.62 -3.62 0.59
H -1.40 -2.95 -2.93 0.38
H -3.00 -2.55 -2.33 0.51
H -0.49 -2.28 -0.85 -1.07
C 1.71 0.48 -4.46 -0.76
C 1.52 -0.75 -5.09 -0.49
C 1.40 -1.89 -4.33 -0.41
C 1.48 -1.81 -2.93 0.18
N 1.61 -0.61 -2.33 -0.05
C 1.73 0.49 -3.08 -0.21
N 1.51 -2.99 -2.25 -0.47
C 1.52 -3.23 -0.98 0.52
N 1.20 -2.42 0.08 -0.17
C 1.35 -3.15 1.23 -0.51
N 1.11 -2.77 2.43 -0.58
C 0.97 -1.50 2.90 0.23
C 0.16 -1.30 4.05 -0.38
C 0.09 -0.04 4.60 -0.70
C 0.82 1.00 4.04 -0.48
C 1.58 0.73 2.92 -0.62
N 1.63 -0.48 2.34 -0.53
C 1.74 -4.54 0.90 0.26
C 1.97 -5.66 1.68 -0.12
C 2.32 -6.83 1.02 -0.66
C 2.44 -6.87 -0.37 -0.67
C 2.21 -5.74 -1.14 -0.08
C 1.85 -4.59 -0.49 -0.18
H 1.84 1.39 -5.02 0.44
H 1.49 -0.81 -6.18 0.43
H 1.28 -2.87 -4.78 0.48
H 1.86 1.42 -2.54 0.41
H -0.38 -2.14 4.46 0.51
H -0.52 0.13 5.49 0.43
H 0.81 1.99 4.48 0.48
H 2.17 1.49 2.43 1.20
H 1.89 -5.62 2.76 0.55
H 2.50 -7.73 1.59 0.42
H 2.72 -7.80 -0.85 0.42
H 2.33 -5.75 -2.22 0.55
C -2.35 7.53 3.04 -1.63
C -0.90 7.85 2.65 2.06
C -0.26 8.64 3.79 -2.06
C -0.89 8.72 1.38 -1.57
C -0.15 6.57 2.32 -0.24
C -0.68 5.68 1.37 -0.69
C 0.04 4.57 1.02 -0.52
Br -0.65 3.39 -0.29 -0.10
C 1.33 4.21 1.60 0.66
O 1.83 3.11 1.36 -0.42
C 1.91 5.23 2.48 -0.46
C 1.13 6.31 2.83 0.22
C 3.33 5.10 3.01 2.13
C 3.31 4.09 4.17 -1.43
C 4.30 4.63 1.92 -1.69
C 3.87 6.44 3.54 -2.13
H -2.90 8.46 3.18 0.46
H -2.38 6.98 3.99 0.40
H -2.87 6.94 2.29 0.31
H -0.88 9.51 4.01 0.44
H 0.73 9.00 3.53 0.39
H -0.20 8.04 4.70 0.44
H -1.38 9.67 1.58 0.44
H -1.42 8.23 0.55 0.38
H 0.14 8.92 1.06 0.36
H -1.63 5.86 0.90 0.47
H 1.55 7.02 3.53 0.44
H 3.09 3.09 3.80 0.19
H 2.56 4.36 4.91 0.27
H 4.29 4.07 4.66 0.48
H 3.98 3.69 1.47 0.18
H 5.29 4.48 2.35 0.47
H 4.38 5.38 1.13 0.42
H 3.39 6.74 4.47 0.39
H 3.75 7.23 2.80 0.46
H 4.93 6.33 3.75 0.45

[2]
53
Properties=species:S:1:pos:R:3:mulliken_charge:R:1 method="wB97M-V/def2-TZVPD" homo_lumo_gap_ha=0.2862 spin_multiplicity=1 total_charge=0
O -2.10 7.68 0.52 -0.67
S -2.18 6.66 1.52 1.43
O -3.37 6.85 2.30 -0.65
C -2.23 5.04 0.72 0.34
C -1.98 3.95 1.48 -0.75
C -1.99 2.60 0.96 0.09
C -1.65 1.50 1.95 -1.04
C -1.65 0.12 1.22 0.18
C -0.32 -0.15 0.33 -0.87
O -0.73 -0.79 1.72 -0.41
C -2.26 2.40 -0.35 -0.55
C -2.53 3.52 -1.19 0.15
N -2.79 3.50 -2.51 -0.65
S -2.95 5.03 -2.95 0.15
N -2.72 5.85 -1.57 -0.57
C -2.50 4.88 -0.68 0.96
C -0.66 6.77 2.60 0.47
F -0.01 7.89 2.28 -0.24
F 0.21 5.75 2.36 -0.26
C -0.96 6.75 4.14 0.72
F 0.17 6.42 4.78 -0.25
F -1.88 5.83 4.47 -0.21
F -1.35 7.96 4.51 -0.22
H -1.77 4.09 2.54 0.42
H -2.44 1.37 2.71 0.47
H -0.64 1.58 2.38 0.39
H -2.60 -0.24 0.81 0.49
H -0.12 0.97 0.41 0.28
H 0.71 -0.39 0.65 0.41
H -2.29 1.40 -0.79 0.41
C 4.07 -6.58 -3.63 -0.77
O 3.38 -6.04 -2.52 -0.24
C 4.15 -5.07 -1.83 -0.60
C 3.29 -4.32 -0.84 -0.43
O 2.56 -3.26 -1.43 -0.46
C 1.41 -3.64 -2.18 -0.53
C 0.23 -4.03 -1.31 -0.39
O 0.35 -5.37 -0.88 -0.27
C -0.57 -5.68 0.14 -0.76
H 5.01 -7.04 -3.31 0.31
H 3.44 -7.33 -4.09 0.23
H 4.27 -5.80 -4.37 0.32
H 4.59 -4.37 -2.55 0.35
H 4.96 -5.60 -1.30 0.44
H 3.96 -3.84 -0.12 0.38
H 2.64 -4.99 -0.28 0.23
H 1.65 -4.42 -2.90 0.23
H 1.13 -2.75 -2.75 0.42
H -0.70 -3.94 -1.90 0.47
H 0.18 -3.36 -0.44 0.21
H -0.38 -5.08 1.03 0.30
H -0.45 -6.74 0.39 0.24
H -1.60 -5.52 -0.21 0.31

[3]
15
Properties=species:S:1:pos:R:3:mulliken_charge:R:1 method="wB97M-V/def2-TZVPD" homo_lumo_gap_ha=0.3181 e_above_lowest_kj_mol=9.8 smiles=Cc1c[nH]c(N)c1 spin_multiplicity=1 total_charge=0
C 1.38 1.05 1.67 -1.12
C 0.63 0.29 0.62 0.90
C 0.85 -1.02 0.26 -0.90
N -0.07 -1.36 -0.71 -0.04
C -0.87 -0.28 -0.98 0.23
N -1.89 -0.46 -1.94 -0.59
C -0.46 0.76 -0.18 -0.78
H 1.94 1.89 1.24 0.26
H 0.71 1.45 2.43 0.28
H 2.11 0.40 2.17 0.31
H 1.55 -1.74 0.64 0.37
H -0.05 -2.17 -1.29 0.24
H -2.66 -0.98 -1.53 0.24
H -2.25 0.43 -2.27 0.26
H -0.91 1.75 -0.13 0.35

[4]
9
Properties=species:S:1:pos:R:3:mulliken_charge:R:1 method="wB97M-V/def2-TZVPD" homo_lumo_gap_ha=0.3242 e_above_lowest_kj_mol=194.7 spin_multiplicity=1 total_charge=0
C 1.47 -0.19 -0.44 -0.64
O -2.55 -0.11 -0.20 -0.50
P -1.68 1.03 0.14 0.29
S 0.35 -0.48 0.94 -0.22
H 2.31 -0.93 -0.41 0.29
H 1.87 0.83 -0.25 0.26
H 0.91 -0.28 -1.54 0.27
H -2.09 1.40 1.52 0.01
H -0.59 -1.28 0.26 0.24